(1)
ORCA calculation (the ωB97M-V functional and the def2-TZVPD basis) on a molecular structure, C3H6O4Sm at a distorted geometry.

Values from the calculation:
- Spin multiplicity: 8
- Energy relative to the best compared isomer or geometry (same formula, charge and spin): 306.8 kJ/mol
- Gap between HOMO and LUMO (spin up / spin down): 6.99 / 6.64 eV
- ⟨S²⟩: 15.768
- Net charge: +1

```
14
C3H6O4Sm, DFT the ωB97M-V functional and the def2-TZVPD basis
O 1.77431 -0.75338 -0.15555
C 0.41484 -0.88205 -0.59141
C -0.55191 -0.66927 0.56266
O -1.81764 -0.18705 0.08678
C -2.04420 1.10349 0.04122
O -3.20042 1.52663 -0.16301
O -1.14524 1.98053 0.10802
H 2.09367 -1.55624 0.27528
H 0.26764 -1.86991 -1.04194
H 0.28121 -0.14891 -1.39466
H -0.18462 0.00466 1.34671
H -0.73246 -1.62007 1.07502
Sm 3.45195 1.12254 -0.15498
H 1.39285 1.94903 0.00586
```


(2)
ORCA calculation (the ωB97M-V functional and the def2-TZVPD basis) on C5H9N3 in the gas phase at a distorted geometry.

Values from the calculation:
- Energy relative to the best compared isomer or geometry (same formula, charge and spin): 291.3 kJ/mol
- Gap between HOMO and LUMO: 8.71 eV
- Structure (SMILES): CC(=C=N)C/N=C\N

```
17
C5H9N3, DFT the ωB97M-V functional and the def2-TZVPD basis
C -2.25231 -0.03290 -0.26641
C -0.85846 0.07655 0.26130
C -0.07869 1.15547 0.10297
N 0.02010 2.39043 0.04729
C -0.19407 -1.12459 0.89897
N 1.09395 -0.63262 1.33514
C 1.82200 -0.07631 0.40211
N 1.99121 -0.55662 -0.90219
H -2.31722 -0.76635 -1.07519
H -2.91311 -0.38569 0.52862
H -2.60756 0.92848 -0.63160
H 0.71473 2.77754 -0.58564
H -0.12385 -1.96760 0.19619
H -0.76072 -1.42800 1.78510
H 2.69879 0.45416 0.76181
H 1.13086 -0.77772 -1.38252
H 2.63437 -0.03421 -1.47596
```


(3)
ORCA calculation (the ωB97M-V functional and the def2-TZVPD basis) on a molecular structure, C4H5O2Pt at a distorted geometry.

Values from the calculation:
- Spin multiplicity: 3
- Energy relative to the best compared isomer or geometry (same formula, charge and spin): 171.7 kJ/mol
- Gap between HOMO and LUMO (spin up / spin down): 8.97 / 6.72 eV
- ⟨S²⟩: 2.057
- Net charge: +3

```
12
C4H5O2Pt, DFT the ωB97M-V functional and the def2-TZVPD basis
H 1.09590 -1.34800 0.99778
C 0.23849 -0.91695 0.12705
C 1.46457 -0.66218 -0.36658
O 2.23967 0.16185 -0.75335
Pt 3.77336 0.46343 -1.17676
H -0.36313 -1.71032 -0.32135
O -1.77663 0.79117 1.71628
C -1.36587 0.58036 0.58246
C -1.24536 0.74706 -0.72146
H -1.54600 0.11308 2.39010
H -0.53973 1.50286 -1.08504
H -1.97527 0.27765 -1.38911
```